{
  "formula": "C2H2O3S2",
  "method": "ωB97M-V with the def2-TZVPD basis set",
  "e_tot_ev": -29916.049,
  "homo_ev": -9.660,
  "e_lumo_ev": -1.926,
  "relative_energy_kcal_mol": 4.2,
  "smiles": "O=CS(=O)(=O)C=S",
  "species": ["C", "C", "O", "O", "O", "S", "S", "H", "H"],
  "positions_angstrom": [[0.017, 0.901, 1.238], [-0.220, -0.192, -1.425], [-0.846, 1.719, 1.068], [-0.890, -1.637, 0.675], [1.529, -1.175, 0.513], [0.544, 0.668, -2.554], [0.179, -0.774, 0.311], [0.977, 0.942, 1.687], [-1.290, -0.451, -1.513]],
  "atomic_forces_ev_per_a": [[-1.6, 0.3, -2.1], [-0.7, 0.3, -0.3], [1.4, -1.5, 0.6], [-0.9, -0.6, 0.1], [0.9, 0.1, -0.1], [-0.1, -0.9, 1.3], [-0.6, 1.5, -0.7], [1.1, 0.8, 1.4], [0.5, 0.0, -0.2]],
  "mulliken_charge": [0.071, -0.205, -0.378, -0.556, -0.575, -0.102, 1.034, 0.379, 0.332]
}



{
  "formula": "C2H2O4P",
  "method": "ωB97M-V with the def2-TZVPD basis set",
  "e_tot_ev": -19580.806,
  "homo_ev": [0.207, -4.800],
  "charge": -1,
  "e_lumo_ev": [3.999, 0.555],
  "s2": 2.01,
  "relative_energy_kcal_mol": 51.9,
  "spin_multiplicity": 3,
  "species": ["C", "C", "O", "O", "O", "O", "P", "H", "H"],
  "positions_angstrom": [[-1.865, -0.041, 0.024], [-0.462, -0.603, -0.129], [-2.140, 0.291, -1.136], [-2.475, 0.104, 1.085], [0.209, -1.445, -0.581], [0.394, 0.851, 0.240], [1.916, 0.884, 0.175], [2.340, -0.091, 1.275], [2.084, 0.050, -0.954]],
  "atomic_forces_ev_per_a": [[-1.0, 0.9, 0.4], [-1.2, 1.2, 0.1], [-0.8, -0.2, -1.0], [0.7, -0.4, 0.2], [1.1, -2.4, -0.6], [-1.6, 1.1, 0.9], [2.3, -1.5, 1.4], [0.0, 1.2, -1.2], [0.5, 0.2, -0.2]],
  "mulliken_spin": [0.031, 0.474, 0.167, 0.094, 0.221, 0.447, 0.412, 0.095, 0.059]
}